{"formula": "C23H52LuO4P4", "method": "the ωB97M-V functional and the def2-TZVPD basis", "homo_lumo_gap_ev": 6.8, "charge": 3, "e_lumo_ev": -10.1, "symbols": ["Lu", "P", "P", "P", "H", "C", "C", "H", "C", "C", "C", "C", "C", "C", "C", "C", "C", "H", "H", "H", "H", "H", "H", "H", "H", "H", "H", "H", "H", "H", "H", "H", "H", "H", "H", "H", "H", "H", "H", "H", "H", "H", "H", "H", "H", "H", "C", "C", "C", "C", "C", "C", "O", "H", "H", "H", "H", "H", "H", "C", "C", "O", "P", "O", "C", "C", "O", "C", "C", "H", "H", "H", "H", "H", "H", "H", "H", "H", "H", "H", "H", "H", "H", "H"], "positions_angstrom": [[0.0946, -0.4603, -0.6204], [2.1388, 0.6696, 1.2044], [-0.5636, 2.0856, -1.3569], [2.4337, -0.5144, -2.0450], [-1.1554, -3.2079, -0.2031], [-0.0687, -3.0443, -0.2929], [0.7320, -2.6308, 0.7681], [0.3275, -2.3269, 1.7470], [1.9256, 0.9877, 2.9936], [2.8612, 2.3077, 0.8458], [3.7128, -0.2218, 1.4849], [-1.9791, 1.8661, -2.5239], [-1.1496, 3.3814, -0.2142], [0.7151, 3.2060, -2.1036], [3.4732, -1.9749, -1.6330], [3.8540, 0.6495, -2.0808], [2.0847, -0.6756, -3.8423], [0.3459, -3.5465, -1.1761], [1.8147, -2.8021, 0.8019], [1.6078, 0.0762, 3.5119], [1.1808, 1.7692, 3.1707], [2.9123, 1.3076, 3.3688], [2.0879, 3.0777, 0.8995], [3.3358, 2.3362, -0.1356], [3.6139, 2.4879, 1.6232], [3.4948, -1.2281, 1.8476], [4.2398, 0.3440, 2.2624], [4.3431, -0.2755, 0.6000], [-2.3796, 2.8445, -2.8134], [-2.8034, 1.3511, -2.0158], [-1.6973, 1.3110, -3.4298], [-1.5076, 4.2276, -0.8117], [-0.2885, 3.7386, 0.3694], [-1.9580, 3.0327, 0.4367], [0.2279, 4.1399, -2.4073], [1.2051, 2.7579, -2.9837], [1.4385, 3.4663, -1.3144], [3.9523, -2.3176, -2.5583], [2.9016, -2.8032, -1.1985], [4.2480, -1.6738, -0.9147], [4.4833, 0.3551, -2.9329], [4.4497, 0.5753, -1.1616], [3.5216, 1.6817, -2.2356], [2.9791, -0.9654, -4.4103], [1.7178, 0.2803, -4.2384], [1.2935, -1.4188, -3.9952], [-1.4032, -1.8160, -3.7462], [-2.4933, -1.3129, -4.4564], [-2.7355, -1.7506, -5.7732], [-1.9261, -2.7172, -6.3564], [-0.9125, -3.3055, -5.5924], [-0.7503, -2.9519, -4.2261], [-0.8306, -1.1131, -2.6091], [-1.2563, -0.1867, -2.4879], [-3.1665, -0.6010, -3.9568], [-3.5494, -1.3002, -6.3409], [-2.1012, -2.9912, -7.4069], [-0.2442, -4.0172, -6.1029], [-0.1212, -3.5543, -3.5696], [-1.6221, 3.3068, 4.6076], [-2.1665, 2.5268, 3.4339], [-1.0993, 1.7256, 2.8157], [-1.2190, 0.2355, 2.0498], [-0.7845, -0.7642, 3.2961], [-1.2621, -0.6527, 4.7025], [-0.0936, -0.8356, 5.6317], [-2.8362, 0.0034, 1.8883], [-3.6479, -1.1297, 2.3914], [-3.1921, -2.4809, 1.9390], [-1.3319, 2.6522, 5.4346], [-2.4234, 3.9543, 4.9818], [-0.7793, 3.9593, 4.3482], [-2.9714, 1.8525, 3.7700], [-2.5693, 3.2137, 2.6746], [-1.7370, 0.3255, 4.8711], [-2.0095, -1.4439, 4.8419], [0.6299, -0.0201, 5.5337], [-0.4648, -0.8562, 6.6614], [0.4290, -1.7766, 5.4513], [-3.6672, -1.0180, 3.4867], [-4.6412, -0.8905, 2.0111], [-2.2324, -2.7304, 2.3824], [-3.9016, -3.2328, 2.2719], [-3.1137, -2.5329, 0.8611]], "forces_ev_per_a": [[0.70, 0.30, 1.02], [1.01, 0.42, 0.97], [-0.05, 1.82, -0.33], [1.57, -0.19, -0.95], [0.35, 0.70, 0.15], [1.34, -0.78, 2.11], [-1.30, -1.68, -0.96], [-0.22, 0.06, -0.50], [-0.61, -0.07, 0.35], [-0.19, 0.16, -0.51], [0.03, -0.39, -0.38], [0.13, 0.35, 0.01], [-0.35, -0.23, 0.50], [0.00, -0.64, -0.57], [-0.34, -0.48, 0.13], [-0.25, 0.56, 0.00], [-0.35, -0.10, 0.07], [0.19, 0.46, 0.26], [-0.29, 0.33, -0.54], [0.12, 0.24, -0.04], [0.15, -0.17, 0.05], [-0.55, -0.09, -0.08], [0.15, 0.04, 0.06], [-0.02, 0.13, 0.14], [-0.18, 0.09, -0.25], [0.23, 0.00, 0.04], [0.00, -0.32, -0.27], [-0.01, -0.10, 0.15], [0.16, -0.15, -0.13], [0.12, -0.04, 0.04], [-0.07, 0.29, 0.03], [0.00, -0.22, 0.02], [-0.38, -0.24, 0.03], [0.23, 0.16, 0.00], [-0.02, -0.25, -0.03], [-0.01, 0.26, 0.41], [-0.17, -0.31, -0.37], [-0.04, 0.02, 0.25], [0.20, 0.06, -0.21], [-0.29, -0.18, -0.28], [-0.17, 0.04, 0.25], [-0.25, 0.16, -0.39], [0.21, -0.15, 0.00], [-0.17, 0.08, 0.28], [0.08, -0.14, 0.10], [0.27, 0.12, -0.11], [-0.41, -0.59, -1.30], [0.12, 0.59, 0.30], [-0.16, 0.08, 0.70], [0.27, 0.27, -0.03], [-0.40, -0.08, 0.30], [0.61, 0.21, -0.55], [-1.24, 1.53, 1.52], [0.02, -1.93, -1.50], [0.38, -0.04, -0.52], [0.12, -0.19, 0.26], [0.28, 0.07, 0.61], [-0.48, 0.06, 0.76], [0.36, 0.40, -0.35], [0.10, 0.09, 0.15], [-0.52, -0.12, -0.02], [-0.05, -1.63, -1.72], [-1.86, 0.49, 3.79], [-0.20, 0.73, -1.56], [-0.12, 0.08, -0.17], [0.21, 0.02, 0.07], [1.48, 0.03, -0.46], [-0.26, 1.00, 0.49], [0.39, 0.00, 0.29], [0.06, 0.06, -0.14], [0.09, -0.12, -0.08], [-0.17, -0.24, -0.06], [0.25, 0.27, -0.28], [0.13, -0.33, 0.14], [0.15, -0.33, -0.27], [0.20, 0.18, -0.12], [-0.19, -0.06, 0.10], [0.09, 0.05, -0.13], [-0.11, -0.01, -0.02], [-0.06, -0.25, -0.42], [0.08, -0.05, 0.07], [0.18, -0.10, 0.05], [-0.14, -0.06, -0.04], [-0.14, -0.01, -0.38]]}